Molecular formula: C20H22N4O3
Method: DFT, wB97M-V/def2-TZVPD

Computed properties:
E_LUMO, eV: -0.469
F_max, eV/Å: 3.34
E, a.u.: -1219.9465
ΔE to the lowest compared entry with this formula, charge and spin, kcal per mole: 146.9
Gap between HOMO and LUMO, eV: 8.3
E_HOMO, eV: -8.720

Positions of all 49 atoms, in Å:
O: -2.0577 -1.2201 4.2233
O: -0.5350 -0.7053 1.8058
O: -1.5491 -2.3046 0.5266
N: 0.8211 -0.7368 -1.2676
N: 1.4124 1.4455 -1.2837
N: -4.1223 0.8923 0.6839
N: -1.1398 2.2417 -0.4114
C: -0.2005 3.1221 -0.8127
C: 2.1620 -1.2531 -0.8416
C: 0.5886 -0.1427 -4.9041
C: 1.9364 -2.5857 -0.2121
C: 0.4768 0.5697 -0.9190
C: -3.1192 0.4449 0.3577
C: -3.2263 -1.6600 4.9338
C: -1.3128 -2.2401 3.6073
C: -1.2975 -1.1295 0.7681
C: -1.8754 -0.1170 -0.1879
C: 2.0883 3.6352 -1.4208
C: 0.5301 5.4252 -1.0103
C: -0.1443 -1.6923 2.7664
C: 2.7021 -3.0593 0.8329
C: -0.8241 0.9411 -0.4094
C: 1.0847 2.7182 -1.1901
C: 1.8268 5.0119 -1.3545
C: 0.2629 -1.1972 -2.5574
C: -0.4904 4.5109 -0.7983
C: 1.0902 -0.6721 -3.7361
H: -0.9006 -2.8737 4.3774
H: 3.4793 -2.3980 1.2258
H: 0.4154 -2.4950 2.2529
H: -0.7992 -0.9289 -2.7246
H: 2.6676 -0.5717 -0.1326
H: 0.3182 6.5066 -0.9709
H: 2.1830 -0.5788 -3.6133
H: -4.0739 -0.9493 4.8307
H: -1.4642 4.8447 -0.4780
H: 0.3461 -2.2930 -2.6281
H: -2.0933 -0.6256 -1.1480
H: 1.1542 -3.2144 -0.6226
H: 2.8438 -1.3774 -1.7253
H: -0.4708 -0.0739 -5.1124
H: 0.5678 -1.1691 3.4207
H: -3.0172 -1.7774 5.9759
H: 1.2298 0.2407 -5.7171
H: 3.0564 3.2029 -1.6676
H: -3.6025 -2.6118 4.5467
H: 2.5695 5.8011 -1.5825
H: 2.4829 -4.0131 1.3103
H: -1.9803 -2.8876 2.9940

Molecular formula: C8H4N4S2
Method: DFT, wB97M-V/def2-TZVPD

Computed properties:
E_LUMO (alpha / beta), eV: -2.480 / -2.850
F_max, eV/Å: 5.63
E, a.u.: -1322.2770
ΔE to the lowest compared entry with this formula, charge and spin, kcal per mole: 92.4
Gap between HOMO and LUMO (alpha / beta), eV: 6.6 / 6.2
E_HOMO (alpha / beta), eV: -9.078 / -9.062

Positions of all 18 atoms, in Å:
S: -0.2444 -0.0004 1.9288
S: 1.1482 1.3290 -1.8818
N: 0.2902 -0.8269 3.1252
N: 2.7311 4.6316 -1.4296
N: 0.2496 1.8845 -3.0092
N: 2.0860 3.7480 2.6369
C: -0.4268 -0.8542 -0.6220
C: 1.5126 2.5730 -0.5890
C: 2.2060 3.6940 -1.0137
C: 1.7623 3.0588 1.7812
C: -0.6441 -1.1805 0.7013
C: 1.3500 2.1804 0.7435
C: 0.9062 0.9180 1.0229
C: 0.2016 0.3089 -0.9202
H: -1.2374 -2.0139 1.0323
H: -0.7862 -1.5168 -1.3995
H: 0.7439 2.2267 -3.8172
H: 0.2894 -0.3147 3.9951

Molecular formula: C4H13N3
Method: DFT, wB97M-V/def2-TZVPD

Computed properties:
E_LUMO, eV: -8.703
F_max, eV/Å: 5.74
E, a.u.: -323.7264
Net charge: +2
ΔE to the lowest compared entry with this formula, charge and spin, kcal per mole: 104.5
Gap between HOMO and LUMO, eV: 8.5
E_HOMO, eV: -17.235

Positions of all 20 atoms, in Å:
N: -0.0855 0.1334 -1.9732
N: -0.9495 2.2886 -2.4584
N: 0.3426 -2.0592 2.5916
C: 0.8091 -0.9914 1.6365
C: -0.0649 1.3481 -2.6533
C: -0.3427 -0.1972 1.0248
C: 0.1095 0.7653 0.0639
H: 0.2379 -0.6526 -2.6506
H: 1.4594 -0.4062 2.3100
H: -0.9171 3.0429 -3.1189
H: 0.6817 1.3109 -3.5323
H: -1.9058 2.0608 -2.1429
H: -0.9890 -0.8894 0.5174
H: -0.4444 -1.7171 3.2634
H: -0.0124 -2.9326 2.0607
H: 1.0809 -2.3469 3.1350
H: -0.7344 1.4654 -0.4408
H: 1.3892 -1.3836 0.7718
H: -0.8136 0.4365 1.7756
H: 1.1489 0.7242 -0.1804

Molecular formula: C17H39B2F4GeLiN4O4Si3
Method: DFT, wB97M-V/def2-TZVPD

Computed properties:
E_LUMO (alpha / beta), eV: -2.587 / -4.251
F_max, eV/Å: 0.54
Spin multiplicity: 2
E, a.u.: -4593.4195
Net charge: +1
ΔE to the lowest compared entry with this formula, charge and spin, kcal per mole: 0.0
Gap between HOMO and LUMO (alpha / beta), eV: 8.1 / 7.5
E_HOMO (alpha / beta), eV: -10.730 / -11.775

Positions of all 75 atoms, in Å:
Ge: 0.2624 -0.7116 0.5297
Si: -0.4695 -2.5367 1.9691
Si: -2.6353 1.9153 0.9692
Si: 2.1368 0.4657 1.5467
F: 1.0847 -1.4628 -3.5467
F: -2.8604 2.6381 -2.0264
F: 2.7654 -3.0742 -3.2182
F: -1.5687 0.9111 -2.8572
O: 1.3434 -2.5948 -1.4829
O: 3.0392 -0.9482 -2.3263
O: -0.5389 2.7539 -1.8072
O: -1.9522 1.1267 -0.4798
N: 0.3037 -1.8605 -1.0416
N: 0.5119 1.8528 -1.8992
N: 2.2432 0.1183 -2.0271
N: -1.4337 -0.1873 -0.2431
C: 4.0999 1.6105 -2.6830
C: -2.3444 3.7304 0.7729
C: -1.6573 1.2459 2.4002
C: -4.4086 1.3888 0.9922
C: -2.2337 -3.0224 1.5254
C: -0.9149 -2.0575 -1.5545
C: 1.8251 0.2249 3.3752
C: -0.5112 -2.2333 3.8224
C: 1.9888 3.8006 -2.1507
C: 3.6008 -0.5593 0.9967
C: -1.8805 -1.1156 -1.1500
C: 2.7193 1.2838 -2.2269
C: -1.1740 -3.2154 -2.4635
C: 0.7437 -3.9245 1.6170
C: -3.3058 -1.1020 -1.5871
C: 1.6733 2.3463 -2.0606
C: 2.2583 2.3007 1.2108
B: 2.1120 -2.0337 -2.6679
B: -1.7053 1.9505 -1.9130
Li: 0.0966 -0.0041 -3.0136
H: 1.3165 4.3794 -1.5215
H: -1.3662 -4.1092 -1.8640
H: -4.4973 0.3037 1.0619
H: 1.6099 -3.8394 2.2770
H: 0.2643 -4.8819 1.8343
H: 1.6471 2.8434 1.9359
H: 4.5971 0.7126 -3.0387
H: -4.9254 1.8192 1.8523
H: -2.0326 -3.0394 -3.1041
H: -1.2892 3.9800 0.8918
H: -2.0394 1.6966 3.3201
H: -2.6979 4.1311 -0.1734
H: -2.9414 -2.3538 2.0219
H: 1.8541 4.1447 -3.1788
H: -2.4811 -3.0543 0.4650
H: 0.8066 0.4368 3.6992
H: 3.5961 -0.8350 -0.0562
H: -2.9004 4.2271 1.5739
H: -3.9481 -1.2185 -0.7116
H: 3.2920 2.6235 1.3585
H: -1.0294 -1.3200 4.1173
H: -4.9208 1.7256 0.0895
H: -2.4023 -4.0273 1.9216
H: 2.1000 -0.7734 3.7133
H: 4.6842 2.0269 -1.8581
H: -3.5746 -0.1657 -2.0747
H: 4.0826 2.3606 -3.4739
H: 3.6582 -1.4734 1.5909
H: -0.6057 1.5369 2.3220
H: 0.4807 -2.2231 4.2723
H: 1.9444 2.5989 0.2165
H: 1.1092 -3.9587 0.5897
H: -1.7378 0.1646 2.5089
H: -1.0569 -3.0713 4.2639
H: -3.5225 -1.9173 -2.2695
H: -0.3049 -3.4164 -3.0818
H: 3.0208 3.9952 -1.8656
H: 2.4831 0.9390 3.8803
H: 4.5131 0.0117 1.1927

> Number 2 is which compound?

C8H4N4S2